Entry i
Below is C6H12O4 as an isolated structure, with properties calculated with ωB97M-V/def2-TZVPD.

The HOMO-LUMO gap comes out at 9.17 eV. The HOMO energy comes out at -8.69 eV.

Positions of all 22 atoms, in Å:
O (3.1725, 0.0277, 0.2015)
C (2.4541, 0.5090, -0.8861)
C (1.5197, -0.4241, -1.6272)
O (1.4009, -1.7418, -1.2018)
C (0.9649, 0.6452, -0.7214)
C (0.2946, 0.2785, 0.5817)
C (-1.1538, -0.0972, 0.3797)
C (-2.0600, -0.0473, 1.5566)
O (-1.9909, 1.0119, 0.0774)
H (3.9150, -0.4945, -0.1158)
H (2.9690, 1.2740, -1.4759)
H (1.4182, -0.2773, -2.7070)
H (2.1857, -2.2310, -1.4645)
H (0.5166, 1.4998, -1.2321)
H (0.8051, -0.5729, 1.0493)
H (0.3632, 1.1261, 1.2807)
H (-1.3112, -0.9548, -0.2888)
H (-2.1616, -1.0228, 2.0491)
H (-1.8128, 0.6836, 2.3370)
O (-3.8885, -0.1495, 0.7921)
H (-3.2048, 0.6584, -0.0575)
H (-4.3957, 0.2990, 1.4730)

***

Entry ii
Below is a 2-piece molecular cluster, C6H12O4 overall, with properties calculated with ωB97M-V/def2-TZVPD.

As for the SMILES: CC(=O)OO.CCC(C)=O. The HOMO-LUMO gap comes out at 10.89 eV. The HOMO energy comes out at -10.12 eV.

Positions of all 22 atoms, in Å:
C (-0.1634, -3.3815, 2.4671)
C (0.4941, -2.6231, 1.3565)
O (1.5581, -2.8650, 0.8577)
O (-0.1763, -1.5641, 0.8618)
O (-1.4307, -1.2988, 1.4574)
H (-1.1277, -3.7535, 2.1264)
H (0.4761, -4.2031, 2.7720)
H (-0.3464, -2.7090, 3.3031)
H (-1.5733, -0.3551, 1.1855)
C (0.9253, 2.8839, -1.9236)
C (0.5333, 2.4147, -0.5288)
C (-0.4898, 1.3096, -0.4578)
C (-0.5336, 0.3385, -1.5968)
O (-1.2119, 1.2022, 0.5130)
H (1.4011, 2.0891, -2.4911)
H (1.6298, 3.7084, -1.8440)
H (0.0546, 3.2366, -2.4718)
H (1.4184, 2.0230, -0.0158)
H (0.1668, 3.2519, 0.0696)
H (-0.7468, 0.8603, -2.5265)
H (0.4359, -0.1463, -1.6912)
H (-1.2934, -0.4186, -1.4228)

***

Top of the stability list: entry ii, leading by 85.2 kcal/mol.

***

Entry i
Below is a single CH2N2O2Si molecule, with properties calculated with ωB97M-V/def2-TZVPD.

As for the SMILES: N#CNO[SiH]=O. The HOMO-LUMO gap comes out at 9.59 eV. The HOMO energy comes out at -10.02 eV.

Positions of all 8 atoms, in Å:
N (-2.6513, -0.5067, 0.2583)
C (-1.7861, 0.2060, -0.1233)
N (-0.6735, 0.7971, -0.5372)
O (0.6078, 0.5986, -0.0896)
Si (1.6179, -0.6603, 0.2999)
O (1.8680, -1.9762, -0.3286)
H (-0.9828, 1.7046, -0.9704)
H (2.0000, -0.1631, 1.4910)

***

Entry ii
Below is a single CH2N2O2Si molecule, with properties calculated with ωB97M-V/def2-TZVPD.

As for the SMILES: O=[SiH]NC#[N+][O-]. The HOMO-LUMO gap comes out at 7.17 eV. The HOMO energy comes out at -8.38 eV.

Positions of all 8 atoms, in Å:
O (-1.0558, -1.7816, 1.2649)
Si (-0.2090, -1.3908, 0.1079)
N (-0.3088, 0.7914, -0.0020)
C (0.1183, 2.0891, -0.4186)
N (0.6657, 2.8638, -1.0724)
O (1.1557, 3.8819, -1.4874)
H (0.7218, -1.5393, -1.0907)
H (-0.7308, 1.1052, 0.8733)

***

Top of the stability list: entry i, leading by 54.0 kcal/mol.

***

Entry i
Below is an isolated ion of composition C3H8NO2 and charge -1, with properties calculated with ωB97M-V/def2-TZVPD.

As for the SMILES: [O-]CNCCO. The HOMO-LUMO gap comes out at 6.56 eV. The HOMO energy comes out at -2.68 eV. Its net charge is -1.

Positions of all 14 atoms, in Å:
O (0.7171, -2.1144, -1.0114)
C (-0.1667, -1.3457, -1.5939)
N (-0.8031, -0.3035, -0.6707)
C (0.2830, 0.3337, 0.0510)
C (-0.2528, 1.1121, 1.2258)
O (0.7988, 1.6860, 2.0073)
H (0.2046, -0.6835, -2.4107)
H (-1.0978, -1.8664, -1.9590)
H (-1.2929, -0.8810, 0.0092)
H (0.8120, 0.9819, -0.6460)
H (0.9738, -0.4493, 0.4324)
H (-0.8508, 0.4456, 1.8657)
H (-0.9041, 1.9242, 0.8919)
H (1.5790, 1.1603, 1.8084)

***

Entry ii
Below is a 2-piece molecular cluster, C3H8NO2 overall, with properties calculated with ωB97M-V/def2-TZVPD.

The HOMO-LUMO gap comes out at 7.29 eV. The HOMO energy comes out at -3.31 eV. Its net charge is -1.

Positions of all 14 atoms, in Å:
N (-1.3831, -0.0298, 0.1110)
C (-0.1165, 0.0686, -0.5536)
C (1.2070, 0.4166, 0.1198)
O (-0.4978, 0.0774, 2.6871)
C (0.1172, -0.9097, -1.6690)
O (0.5624, -0.8220, -2.8319)
H (-1.9146, 0.7767, -0.1886)
H (-0.7468, 0.0196, 3.6136)
H (-0.2025, 0.5523, -1.6237)
H (1.7228, 1.0610, -0.6097)
H (1.8642, -0.4340, 0.3180)
H (-1.1716, 0.0728, 1.1360)
H (-0.4947, -1.8231, -1.5599)
H (1.0540, 0.9735, 1.0508)

***

Entry iii
Below is an isolated ion of composition C3H8NO2 and charge -1, with properties calculated with ωB97M-V/def2-TZVPD.

As for the SMILES: [O-]CNCCO. The HOMO-LUMO gap comes out at 6.21 eV. The HOMO energy comes out at -2.45 eV. Its net charge is -1.

Positions of all 14 atoms, in Å:
O (0.3792, 1.5322, -1.4974)
C (0.7084, 0.2517, -1.7129)
N (1.1805, -0.5522, -0.5353)
C (0.0972, -0.8436, 0.4282)
C (-0.6643, 0.3692, 0.9705)
O (-1.5866, -0.1259, 1.9654)
H (-0.1519, -0.3553, -2.0559)
H (1.5099, 0.1178, -2.4647)
H (1.8221, -0.0130, 0.0559)
H (0.5896, -1.3510, 1.2620)
H (-0.6131, -1.5270, -0.0436)
H (-1.0193, 0.9555, 0.1113)
H (0.0446, 1.0234, 1.4932)
H (-2.2962, 0.5182, 2.0233)

***

Top of the stability list: entry i, leading by 4.1 kcal/mol.

***

Entry i
Below is a single C8H18BN3O3 molecule, with properties calculated with ωB97M-V/def2-TZVPD.

As for the SMILES: NCC[C@H](N)C(=O)N1CCC[C@@H]1B(O)O. The HOMO-LUMO gap comes out at 8.66 eV. The HOMO energy comes out at -8.50 eV.

Positions of all 33 atoms, in Å:
N (0.0596, 1.4032, -4.0749)
C (0.5912, 2.1425, -2.9514)
C (-0.2275, 2.0138, -1.6979)
C (-0.0414, 0.7293, -0.8720)
N (-0.3570, -0.4979, -1.8030)
C (-0.9870, 0.7791, 0.3671)
O (-1.8141, 1.6388, 0.4681)
N (-0.7759, -0.1336, 1.3853)
C (-1.7036, -0.3652, 2.4525)
C (-1.2613, -1.6113, 3.2359)
C (0.0191, -2.1239, 2.4913)
C (0.1980, -1.2997, 1.2778)
B (1.7569, -0.9508, 0.9980)
O (2.4401, -2.0843, 0.6278)
O (2.2881, 0.3109, 0.9928)
H (-0.9263, 1.5846, -4.1795)
H (0.5004, 1.4398, -4.9809)
H (1.6398, 1.8131, -2.7079)
H (0.6535, 3.2207, -3.1782)
H (-1.3129, 2.0181, -1.9681)
H (-0.0771, 2.8371, -0.8998)
H (1.0294, 0.6047, -0.6325)
H (-1.3368, -0.6628, -1.7193)
H (-0.2045, -0.1322, -2.7296)
H (-2.7199, -0.4929, 2.1072)
H (-1.8336, 0.4901, 3.1457)
H (-0.9125, -1.2604, 4.2185)
H (-2.0082, -2.3893, 3.3018)
H (0.8906, -2.1756, 3.1628)
H (-0.1010, -3.1436, 2.1718)
H (-0.1557, -1.8793, 0.3889)
H (3.4193, -2.2035, 0.4547)
H (3.2704, 0.3806, 1.1470)

***

Entry ii
Below is a single C8H18BN3O3 molecule, with properties calculated with ωB97M-V/def2-TZVPD.

As for the SMILES: NCC[C@H](N)C(=O)N1CCC[C@@H]1B(O)O. The HOMO-LUMO gap comes out at 9.20 eV. The HOMO energy comes out at -9.00 eV.

Positions of all 33 atoms, in Å:
N (-1.8436, -1.6098, 0.2671)
C (-2.8846, -0.6424, 0.7416)
C (-2.4129, 0.7059, 1.3552)
C (-1.5955, 1.5911, 0.4702)
N (-2.5155, 2.4623, -0.3067)
C (-0.6831, 0.8255, -0.5660)
O (-1.0253, 0.7667, -1.7406)
N (0.5077, 0.2190, -0.1295)
C (0.8335, -0.0734, 1.2433)
C (1.6644, -1.4092, 1.2988)
C (1.9995, -1.6572, -0.1858)
C (1.4620, -0.4761, -1.0269)
B (2.6809, 0.4476, -1.5968)
O (3.2604, 0.0700, -2.8261)
O (3.4573, 1.3255, -0.8176)
H (-2.2543, -2.2362, -0.3623)
H (-1.0545, -1.1418, -0.1448)
H (-3.4970, -1.1083, 1.5343)
H (-3.5294, -0.3372, -0.1209)
H (-1.9043, 0.4793, 2.2119)
H (-3.3908, 1.1881, 1.6252)
H (-0.8299, 2.1997, 1.0387)
H (-3.2382, 1.8134, -0.6124)
H (-1.9536, 2.6978, -1.1416)
H (-0.0482, -0.1442, 1.8629)
H (1.4476, 0.7363, 1.6769)
H (2.5692, -1.3064, 1.8930)
H (0.9751, -2.2691, 1.6667)
H (3.0217, -1.7996, -0.4162)
H (1.4625, -2.5618, -0.4365)
H (1.0293, -0.8859, -1.9979)
H (3.9185, 0.5853, -3.3648)
H (4.3713, 1.5451, -1.0922)

***

Top of the stability list: entry i, leading by 6.3 kcal/mol.